110
Properties=species:S:1:pos:R:3 method="wB97M-V/def2-TZVPD" total_charge=-2 de_lowest_ev=1.140 gap_ha=0.214
K -0.150 -0.618 1.747
I -2.046 4.726 2.213
C -3.895 3.990 1.479
I -3.918 3.676 -0.619
H -4.657 4.717 1.727
H -4.077 3.040 1.975
C 0.641 -3.281 -5.238
C 0.538 -2.524 -3.940
C 0.683 -3.143 -2.719
C 0.587 -2.460 -1.491
C 0.614 -3.223 -0.241
O 0.127 -2.841 0.817
C 1.258 -4.585 -0.236
C 2.545 -4.775 -0.723
C 3.150 -6.020 -0.627
C 2.461 -7.085 -0.066
C 1.173 -6.899 0.419
C 0.579 -5.648 0.348
C 0.364 -1.041 -1.481
O 0.326 -0.330 -0.442
C 0.173 -0.429 -2.768
C 0.266 -1.142 -3.933
C -0.199 1.017 -2.740
N -1.375 1.442 -2.530
C -2.445 0.507 -2.261
C -3.424 0.409 -3.419
Te -4.056 2.261 -4.289
C -2.310 2.602 -5.417
C -1.772 1.600 -6.219
C -0.602 1.822 -6.930
C 0.025 3.060 -6.876
C -0.523 4.069 -6.101
C -1.678 3.838 -5.364
C 0.880 2.036 -2.909
C 0.624 3.370 -2.590
C 1.617 4.325 -2.718
C 2.881 3.965 -3.173
C 3.146 2.641 -3.483
C 2.153 1.679 -3.343
H 0.731 -4.352 -5.053
H 1.515 -2.976 -5.822
H -0.238 -3.127 -5.869
H 0.855 -4.214 -2.700
H 3.077 -3.936 -1.156
H 4.164 -6.154 -0.981
H 2.932 -8.058 0.006
H 0.638 -7.726 0.869
H -0.408 -5.478 0.758
H 0.115 -0.622 -4.877
H -2.968 0.864 -1.372
H -2.085 -0.507 -2.050
H -4.348 -0.071 -3.096
H -3.013 -0.181 -4.238
H -2.259 0.634 -6.283
H -0.180 1.024 -7.530
H 0.944 3.231 -7.422
H -0.029 5.029 -6.033
H -2.066 4.615 -4.717
H -0.361 3.629 -2.223
H 1.410 5.354 -2.450
H 3.660 4.713 -3.265
H 4.133 2.347 -3.819
H 2.368 0.641 -3.561
C 1.950 3.525 0.884
P 1.877 1.804 1.542
C 3.206 1.059 0.519
C 2.719 2.054 3.170
C 4.031 2.525 3.230
C 4.685 2.692 4.437
C 4.026 2.386 5.620
C 2.723 1.928 5.577
C 2.049 1.759 4.367
P 0.320 1.099 4.350
C 0.622 -0.546 5.117
C -0.444 1.982 5.767
H 2.979 3.862 0.733
H 1.453 4.203 1.579
H 1.419 3.565 -0.069
H 4.119 1.657 0.489
H 2.808 0.956 -0.492
H 3.442 0.069 0.909
H 4.559 2.746 2.309
H 5.711 3.039 4.455
H 4.534 2.486 6.572
H 2.226 1.670 6.505
H 1.094 -0.477 6.099
H 1.291 -1.138 4.489
H -0.331 -1.074 5.222
H 0.029 1.751 6.724
H -1.494 1.691 5.806
H -0.398 3.058 5.593
Se 3.817 -1.825 3.008
C 3.748 -2.014 4.833
N 3.696 -2.132 5.986
O -6.473 -2.244 2.933
S -6.669 -0.897 1.892
O -8.083 -0.595 2.048
N -5.823 0.226 2.695
C -4.652 -0.058 3.225
S -3.627 1.133 3.843
C -4.215 -1.494 3.302
C -2.890 -1.852 3.543
C -2.505 -3.174 3.671
C -3.466 -4.175 3.583
C -4.790 -3.850 3.342
C -5.156 -2.518 3.184
H -2.176 -1.044 3.658
H -1.466 -3.422 3.846
H -3.181 -5.214 3.693
H -5.559 -4.607 3.257

=====

110
Properties=species:S:1:pos:R:3 method="wB97M-V/def2-TZVPD" multiplicity=3 total_charge=-1 gap_ha="0.195 / 0.230" s_squared=2.0071
Ti 0.836 0.364 -0.406
C -2.861 1.077 -0.735
Si -1.599 0.012 0.231
C -2.078 -1.762 -0.389
C -3.399 -2.093 -0.707
C -3.736 -3.268 -1.367
C -2.731 -4.148 -1.736
C -1.411 -3.865 -1.404
C -1.067 -2.692 -0.721
P 0.637 -2.427 0.013
C 2.105 -2.009 -1.118
C 3.268 -2.009 -0.337
C 4.524 -1.854 -0.901
C 4.654 -1.712 -2.278
C 3.520 -1.752 -3.070
C 2.259 -1.909 -2.493
C 1.098 -4.260 0.041
C 1.758 -4.961 -0.969
C 2.075 -6.306 -0.817
C 1.754 -6.976 0.360
C 1.111 -6.287 1.378
C 0.789 -4.944 1.215
C -2.314 0.163 2.019
C -3.683 0.051 2.306
C -4.177 0.220 3.590
C -3.307 0.520 4.637
C -1.949 0.638 4.387
C -1.450 0.456 3.092
P 0.339 0.523 2.667
C 0.927 1.755 3.908
C 0.599 3.082 3.602
C 0.962 4.122 4.446
C 1.671 3.853 5.613
C 2.007 2.543 5.923
C 1.639 1.499 5.076
C 0.930 -1.053 3.418
C 0.076 -2.054 3.884
C 0.590 -3.218 4.452
C 1.963 -3.410 4.541
C 2.821 -2.437 4.042
C 2.312 -1.269 3.485
H -3.913 0.881 -0.475
H -2.745 0.913 -1.817
H -2.658 2.137 -0.530
H -4.195 -1.397 -0.450
H -4.772 -3.490 -1.601
H -2.968 -5.063 -2.271
H -0.647 -4.577 -1.684
H 3.171 -2.128 0.735
H 5.399 -1.833 -0.262
H 5.633 -1.588 -2.729
H 3.607 -1.677 -4.149
H 1.406 -1.967 -3.150
H 2.028 -4.462 -1.891
H 2.581 -6.831 -1.620
H 2.006 -8.024 0.477
H 0.868 -6.794 2.307
H 0.287 -4.407 2.012
H -4.383 -0.176 1.503
H -5.241 0.124 3.782
H -3.688 0.653 5.644
H -1.269 0.861 5.202
H 0.049 3.283 2.686
H 0.701 5.144 4.191
H 1.961 4.662 6.274
H 2.558 2.326 6.833
H 1.904 0.482 5.337
H -0.997 -1.930 3.806
H -0.091 -3.979 4.820
H 2.360 -4.317 4.986
H 3.894 -2.588 4.089
H 2.991 -0.523 3.080
N 2.647 1.320 -1.598
N 3.561 1.647 -0.583
C 3.490 0.910 0.607
O 4.456 0.931 1.372
O 2.375 0.290 0.775
H 3.067 0.719 -2.289
H 2.286 2.157 -2.030
H 4.480 1.940 -0.846
N -5.681 4.414 -5.321
C -4.352 4.359 -4.910
C -3.319 4.414 -5.850
C -1.999 4.380 -5.441
C -1.702 4.304 -4.088
C -2.718 4.280 -3.142
C -4.036 4.308 -3.551
S -0.031 4.195 -3.549
O 0.782 4.242 -4.742
O 0.139 5.222 -2.554
N 0.157 2.796 -2.761
C -0.196 1.561 -3.187
S -0.863 1.179 -4.778
C -0.995 -0.483 -4.351
C -0.517 -0.663 -3.115
N -0.017 0.450 -2.440
H -5.855 4.120 -6.265
H -6.353 4.052 -4.667
H -3.563 4.464 -6.908
H -1.186 4.402 -6.157
H -2.467 4.233 -2.088
H -4.833 4.278 -2.813
H -1.436 -1.209 -5.021
H -0.540 -1.605 -2.604
C 1.552 3.960 0.334
O 0.725 2.818 0.118
H 1.914 3.925 1.360
H 0.992 4.876 0.167
H 2.421 3.959 -0.330
H 0.319 2.936 -0.768